No. 1
The following is a quantum chemistry calculation of a structure of composition C25H17N2O8ReS3, from the OMol25 dataset.

The calculation puts the HOMO energy (spin up / spin down) at -5.29 / -5.15 eV. Its total energy is -2947.26334 Eh. The calculation puts the frontier orbital gap (spin up / spin down) at 0.2270 / 0.2366 Ha. The LUMO energy (spin up / spin down) comes out at 0.89 / 1.29 eV. The spin multiplicity is 2. Its total charge is -1.

Atoms and positions in Å:
Re -1.21491 1.26518 -0.14555
C 0.55020 0.98186 5.20468
C 0.85012 0.12299 4.15570
C 0.65740 0.52934 2.84408
C 0.17679 1.80064 2.59294
C -0.10788 2.67663 3.62809
C 0.07288 2.26012 4.93776
N -0.01220 2.21042 1.21878
N 0.49438 3.33884 0.95064
C 0.27794 3.71547 -0.36324
C 0.86317 4.89821 -0.82761
C 0.70032 5.23629 -2.14976
C -0.04853 4.41030 -3.00758
C -0.64014 3.25844 -2.54093
C -0.49159 2.88434 -1.19141
H 0.68024 0.65334 6.22963
H 1.23193 -0.87101 4.35432
H 0.90401 -0.12638 2.01543
H -0.48377 3.66343 3.39382
H -0.16521 2.93455 5.75148
H 1.43591 5.51445 -0.14408
H 1.15679 6.14042 -2.53617
H -0.16180 4.68743 -4.05000
H -1.22157 2.64266 -3.21735
O 2.64050 -0.68359 -1.15316
S 1.56497 0.08606 -1.71297
O 1.88421 1.37844 -2.25810
O 0.43968 0.15365 -0.71686
C 0.92754 -0.86691 -3.07869
C 1.88896 -1.33422 -3.97290
C 1.51325 -1.96540 -5.14530
C 0.16186 -2.12980 -5.42998
C -0.80492 -1.69553 -4.53883
C -0.43213 -1.06728 -3.34935
S -2.73082 0.22102 -2.90192
O -2.74052 1.00894 -1.58959
O -3.80774 -0.73785 -2.90452
O -1.35323 -0.68108 -2.42290
H 2.93625 -1.18466 -3.73027
H 2.26696 -2.33028 -5.83234
H -0.14311 -2.61529 -6.35092
H -1.85906 -1.85210 -4.73695
O -4.66056 2.42143 1.76225
C -3.89114 1.69608 1.17711
O -2.67558 2.15060 0.84578
C -4.32232 0.32000 0.76408
C -5.66706 0.18165 0.42486
C -6.17720 -1.03122 0.00598
C -5.34106 -2.13977 -0.05289
C -4.01064 -2.02450 0.31000
C -3.48182 -0.79776 0.71814
S -1.76617 -0.72420 1.15621
H -6.29906 1.05794 0.49284
H -7.21743 -1.11082 -0.28728
H -5.72378 -3.09512 -0.39245
H -3.34748 -2.87922 0.26143

---

No. 2
The following is a quantum chemistry calculation of a structure of composition C25H17N2O8ReS3, from the OMol25 dataset.

The calculation puts the HOMO energy (spin up / spin down) at -4.95 / -4.98 eV. Its total energy is -2947.25233 Eh. The calculation puts the frontier orbital gap (spin up / spin down) at 0.2569 / 0.2366 Ha. The LUMO energy (spin up / spin down) comes out at 2.04 / 1.46 eV. The spin multiplicity is 4. Its total charge is -1.

Atoms and positions in Å:
Re -0.15338 -0.61169 0.81522
C 0.90062 4.11772 -1.88408
C -0.06785 3.14502 -2.07565
C -0.34529 2.22832 -1.07285
C 0.34997 2.30799 0.12426
C 1.31872 3.28043 0.33203
C 1.59332 4.18176 -0.68112
N 0.05291 1.37001 1.16285
N 0.00130 1.87494 2.33025
C -0.24163 0.89955 3.27337
C -0.36841 1.24930 4.62442
C -0.58660 0.25429 5.54335
C -0.67422 -1.08245 5.12127
C -0.55276 -1.42242 3.79071
C -0.33963 -0.42678 2.82454
H 1.11638 4.82879 -2.67121
H -0.62000 3.09408 -3.00471
H -1.10826 1.47636 -1.21883
H 1.84414 3.31149 1.27484
H 2.35371 4.93725 -0.53018
H -0.29304 2.28966 4.91055
H -0.68881 0.49594 6.59347
H -0.83446 -1.86088 5.85761
H -0.60588 -2.46012 3.48634
O 3.81940 -2.01459 1.80462
S 2.55056 -2.08782 1.13710
O 1.99942 -0.71548 0.85575
O 1.53658 -2.93197 1.71969
C 2.92304 -2.70970 -0.50533
C 4.18553 -3.25666 -0.65586
C 4.59864 -3.77706 -1.87356
C 3.74685 -3.74914 -2.95763
C 2.47599 -3.20623 -2.82021
C 2.05458 -2.68747 -1.60320
S 0.38423 -2.04163 -1.60844
O 0.45230 -0.57285 -1.44916
O -0.21318 -2.50456 -2.82556
O -0.26475 -2.52917 -0.36149
H 4.84108 -3.25432 0.20225
H 5.59029 -4.20066 -1.96854
H 4.06093 -4.14911 -3.91303
H 1.78917 -3.18504 -3.65350
O -3.97605 3.21963 0.74525
C -3.47702 2.09954 0.68002
O -2.98115 1.44789 1.66827
C -3.52098 1.32349 -0.62435
C -3.94376 1.93182 -1.80036
C -3.90155 1.23931 -2.99665
C -3.46001 -0.08020 -3.01915
C -3.06027 -0.70563 -1.85059
C -3.07006 0.00861 -0.65640
S -2.52840 -0.70408 0.87864
H -4.27993 2.95901 -1.74052
H -4.21574 1.72082 -3.91430
H -3.42217 -0.62921 -3.95139
H -2.74440 -1.73609 -1.86879